No. 1
Computed, not measured: 8 unconnected molecules or ions with the total composition C27H49F9N8O11S3, with wB97M-V/def2-TZVPD.

Calculated values
Relative energy (zero: lowest compared OMol25 entry of this formula, charge and spin) in eV: 4.849
Lowest unoccupied orbital energy in eV: -6.29
Orbital gap in eV: 4.5
Net charge: +2

Positions of all 107 atoms, in Å:
O: 1.34 3.01 -1.55
H: -0.23 2.00 0.53
H: 4.72 -4.17 1.65
F: -2.92 -4.69 -3.83
F: -3.10 0.97 5.74
F: -2.05 1.44 3.86
H: -1.29 3.02 -2.06
H: -2.95 4.37 5.18
F: -5.01 -4.26 -4.43
F: -3.16 -0.50 4.07
C: -2.36 6.32 4.71
H: 0.61 -6.59 -2.70
C: -0.92 -1.19 -1.50
C: 4.58 -1.00 -0.50
H: 3.40 -5.19 1.15
N: -1.13 -1.73 -0.24
N: -0.54 7.30 -3.87
H: 3.73 -0.75 -1.14
H: 5.41 -0.76 -1.16
H: 1.61 3.60 2.29
H: 0.79 -6.35 -0.96
C: -2.40 0.40 4.68
H: 0.61 -10.48 -0.21
F: 2.61 1.38 -3.89
H: 1.31 6.59 -4.69
O: -4.37 -4.95 -0.71
F: -4.03 -3.01 -2.86
C: -0.24 3.88 4.85
H: -1.50 -5.05 0.13
C: 1.56 -8.32 -1.80
O: 2.05 -2.65 0.36
H: -1.59 6.54 5.46
H: -2.27 3.37 -4.40
C: -2.30 3.32 -2.33
N: -1.21 4.30 3.97
H: 0.77 9.00 -3.99
H: 2.54 2.27 4.07
H: -2.72 3.95 -1.54
H: 1.80 2.30 5.71
C: -0.59 4.22 2.75
F: 2.82 3.64 -4.04
H: 2.23 -10.96 0.31
C: 0.53 1.26 0.78
H: 0.21 0.63 -2.05
C: 0.35 6.30 -4.30
H: -0.50 9.04 -2.68
S: -0.85 -0.57 5.36
H: 1.82 -10.86 -1.44
H: -2.76 -2.93 -0.70
C: -4.10 -4.25 -3.37
C: 0.72 3.77 2.86
O: -4.09 -6.63 -2.40
C: -0.64 -0.86 0.67
H: -0.94 9.25 -4.31
S: 2.81 2.83 -1.57
C: -0.15 5.02 -4.20
N: 0.84 3.43 4.19
H: 4.54 -0.58 0.51
H: 5.14 -2.80 0.29
H: 1.52 1.56 0.46
O: -1.46 -1.66 6.17
O: -0.07 0.46 6.14
H: -2.91 2.43 -2.45
C: -1.61 6.58 -3.40
C: -1.08 -4.17 -0.37
H: -0.85 -4.29 -1.43
C: -2.44 4.16 -3.67
C: 3.66 -4.16 1.40
S: -4.80 -5.42 -2.03
O: -0.19 -1.05 4.17
H: 2.82 -8.53 -0.10
H: -0.81 -1.05 1.72
H: -2.48 -2.90 0.95
H: 3.35 -3.84 2.39
N: -0.07 0.18 0.10
C: -0.27 0.02 -1.30
H: -1.08 4.66 1.89
H: -2.55 6.96 -3.02
C: -2.55 4.88 4.30
H: 0.37 1.11 1.85
H: -0.40 3.69 5.90
F: 4.57 2.38 -3.54
O: 2.18 -8.69 -2.78
H: -3.35 6.57 5.07
H: -0.45 -7.38 -1.58
N: 1.93 -8.85 -0.46
H: -2.23 6.86 3.77
H: 2.63 3.68 5.15
C: -1.94 -2.96 0.01
H: 4.45 -3.17 -1.06
C: 0.59 -7.10 -1.73
C: 1.67 -10.41 -0.45
C: 1.99 2.87 4.80
H: -1.36 -1.76 -2.31
O: -6.25 -5.49 -2.12
H: -0.17 -4.31 0.21
O: 3.53 4.06 -1.23
C: 3.21 -2.99 0.59
H: -3.37 4.65 -3.95
C: -0.23 8.70 -3.68
N: 4.36 -2.52 -0.29
C: 3.25 2.47 -3.46
H: 1.27 -8.43 0.17
H: -3.14 4.64 3.42
O: 3.38 1.59 -0.85
N: -1.44 5.22 -3.70
H: 0.27 4.04 -4.36

No. 2
Computed, not measured: a molecular structure, C27H50CoOP2, with wB97M-V/def2-TZVPD.

Calculated values
Relative energy (zero: lowest compared OMol25 entry of this formula, charge and spin) in eV: 0.863
Lowest unoccupied orbital energy (alpha / beta) in eV: -1.78 / -3.64
Orbital gap (alpha / beta) in eV: 7.8 / 7.8
Spin multiplicity: 5
Net charge: +1

Positions of all 81 atoms, in Å:
C: -1.37 2.49 3.86
H: -1.17 -1.55 -2.49
C: -1.73 -0.91 4.40
H: -1.58 -1.39 5.38
C: 0.14 0.75 -1.00
H: 1.29 2.82 3.26
C: -2.77 0.43 -0.27
C: 0.72 -0.89 3.55
C: 0.60 -0.94 -5.64
H: -0.09 1.79 -0.74
C: -1.67 3.47 1.64
O: -0.52 1.37 1.90
P: -1.18 -0.38 -0.36
H: 1.96 -1.30 -3.97
H: -2.90 -2.19 2.00
H: -1.40 -1.37 -6.36
H: 1.01 -4.53 1.63
C: 0.53 -2.47 1.86
H: 0.62 -0.17 -6.43
C: 1.44 0.76 -3.99
P: 1.60 0.17 0.00
C: 0.73 1.91 -4.65
H: -1.77 0.17 4.57
C: -0.65 -1.26 3.45
C: 0.90 -3.63 1.00
H: 3.46 -1.23 -0.63
C: 1.36 -0.52 -4.42
H: 1.32 2.26 -5.51
H: -1.21 2.61 -5.20
C: 1.32 -0.01 4.59
H: 0.27 0.62 -2.09
C: 2.46 -1.05 -1.04
H: -1.76 4.46 2.11
H: -0.36 -2.50 -1.24
H: -2.13 -2.39 -1.26
C: 1.46 -1.63 2.57
H: -2.67 3.03 1.60
H: 1.36 -0.49 5.57
H: -0.69 1.24 -6.17
H: 1.11 -1.82 -6.06
H: -2.15 1.29 -3.50
H: -0.72 1.97 4.56
H: 3.35 -2.32 3.32
H: 2.35 0.27 4.32
C: -1.52 0.76 -4.23
H: 2.54 -0.70 -2.08
H: -1.30 3.61 0.63
C: -2.05 -2.89 2.00
H: -1.98 -3.35 1.01
H: 2.94 2.13 -0.46
C: -0.87 -1.38 -5.39
H: 0.12 -3.84 0.26
H: -3.55 -0.33 -0.11
H: -2.34 1.98 3.79
H: -2.27 -3.67 2.74
C: -0.73 2.61 2.49
Co: 0.09 -0.54 1.49
H: 0.73 0.91 4.70
C: -0.71 1.64 -5.14
H: -2.98 0.98 -1.20
H: 3.70 1.06 0.76
H: 1.01 3.64 1.70
H: -2.78 1.12 0.59
C: 2.95 -1.68 2.51
H: 3.39 -0.68 2.64
C: -0.79 -2.18 2.35
C: 0.57 3.38 2.67
H: -2.71 -1.24 4.03
H: -0.85 -2.43 -5.06
H: 0.36 4.32 3.21
H: -2.47 -1.09 -3.90
C: 2.75 1.50 0.41
C: -1.64 -0.57 -4.39
H: -1.55 3.50 4.26
C: -1.21 -1.83 -1.44
H: 1.85 -3.47 0.49
H: 0.69 2.75 -3.94
H: 3.30 -2.10 1.56
H: 2.35 2.11 1.23
H: 2.17 1.04 -3.23
H: 1.93 -2.01 -1.05

No. 3
Computed, not measured: 5 unconnected molecules or ions with the total composition C27H50N7O, with wB97M-V/def2-TZVPD.

Calculated values
Lowest unoccupied orbital energy (alpha / beta) in eV: 0.67 / 0.66
Orbital gap (alpha / beta) in eV: 8.5 / 9.9
Spin multiplicity: 2
Net charge: 0

Positions of all 85 atoms, in Å:
C: -1.86 0.21 0.52
H: -1.12 -2.43 2.59
C: -5.73 5.65 -1.54
H: 6.51 -2.21 1.95
H: -3.70 2.09 0.34
H: 8.13 -2.01 1.27
N: -5.61 2.20 -2.02
H: -6.28 6.60 -1.49
H: -1.58 3.20 4.34
H: 6.43 -1.18 -0.35
H: 2.70 -6.43 0.22
C: -1.54 -1.96 1.70
C: -1.84 1.53 3.03
H: 1.42 -4.31 2.04
N: 5.39 -5.54 -0.34
H: 7.26 -2.58 -1.00
H: 7.38 -3.60 1.29
H: -4.18 6.32 -0.18
C: -1.07 -0.51 1.62
H: 0.93 -1.31 1.87
H: 0.67 -0.49 0.31
H: 4.78 -2.65 -1.36
H: -2.93 0.00 0.66
C: -0.51 2.07 -0.55
H: -0.72 -4.95 0.91
H: -3.70 2.46 3.67
N: -2.87 2.38 -0.15
H: 3.49 -5.64 1.58
N: 3.33 -0.12 -1.48
H: 1.79 0.18 -5.67
H: -2.63 -2.00 1.77
H: -3.01 2.08 -1.11
C: -3.37 1.54 3.17
H: -3.68 0.70 3.80
C: 5.22 -2.94 -0.41
C: 5.32 -4.40 -0.37
C: 7.18 -2.54 1.15
C: 1.33 -1.48 -4.35
C: 3.29 -0.02 -2.63
H: -0.29 2.51 1.91
H: 4.52 -2.62 0.37
C: -4.87 5.48 -0.29
C: -6.76 4.53 -1.71
H: 1.27 3.36 -1.78
H: 0.44 1.80 -0.07
H: 3.63 1.12 -4.33
H: -4.27 4.57 -0.34
H: -1.23 4.18 -0.63
H: 3.90 -0.60 -4.54
H: -1.85 3.31 1.85
C: 6.58 -2.26 -0.21
H: 0.32 -1.64 -4.74
H: -1.24 -2.50 0.80
N: 0.55 4.06 -1.56
O: -0.73 -0.37 3.92
N: -1.39 0.11 2.94
C: 1.81 -0.05 -4.60
H: 1.99 -2.19 -4.85
H: -7.40 4.46 -0.83
C: 0.25 -5.09 0.41
H: 0.17 -6.00 -0.19
H: 1.32 -1.71 -3.29
H: -3.89 1.46 2.22
H: -5.10 5.70 -2.42
H: 1.10 -6.03 2.13
C: -1.23 2.16 4.28
C: 1.37 -5.23 1.45
C: 0.48 -3.96 -0.48
H: -0.58 1.45 -1.45
H: 3.03 -4.70 0.16
C: -6.12 3.22 -1.89
N: 0.73 -3.06 -1.15
C: 2.72 -5.52 0.81
C: 3.24 0.14 -4.08
H: -1.58 -0.27 -0.43
H: -5.49 5.44 0.61
C: 0.45 -0.46 1.38
H: -0.14 2.17 4.23
H: 1.15 0.67 -4.11
C: -1.36 2.33 1.80
H: -1.54 1.64 5.18
C: -0.41 3.53 -0.93
H: 0.89 0.44 1.81
H: -7.40 4.71 -2.57
C: -1.67 1.73 0.41